Record 1
{
  "formula": "C48H45BF4N9O3S3Ti",
  "method": "the ωB97M-V functional and the def2-TZVPD basis",
  "charge": -2,
  "gap_ha": [0.2442, 0.2465],
  "fmax_ev_per_a": 1.10,
  "spin_multiplicity": 2,
  "symbols": ["H", "C", "C", "H", "N", "H", "H", "N", "O", "C", "H", "H", "C", "N", "C", "N", "C", "C", "C", "F", "C", "H", "H", "N", "C", "F", "H", "H", "C", "C", "F", "C", "H", "C", "H", "C", "H", "H", "C", "C", "S", "C", "C", "H", "S", "H", "C", "C", "H", "N", "C", "O", "C", "C", "C", "H", "N", "H", "H", "H", "C", "H", "H", "H", "C", "H", "H", "H", "C", "H", "H", "H", "H", "F", "N", "C", "C", "H", "Ti", "H", "C", "C", "H", "H", "O", "H", "H", "C", "C", "B", "H", "S", "H", "C", "N", "H", "C", "C", "C", "H", "C", "C", "H", "H", "C", "C", "C", "H", "H", "C", "C", "C", "C", "C"],
  "coordinates": [[4.25217, 2.93550, 0.99544], [-0.79740, 1.89305, 8.10921], [-0.88092, 2.82622, -5.46901], [3.24110, 2.27840, -1.16974], [1.60426, -2.95177, 0.32618], [-1.32200, 0.00090, 4.21154], [6.48903, -1.63822, 0.22355], [1.57290, -0.15236, 2.09443], [-0.10991, 1.96137, 1.59931], [-1.98045, 1.19253, -4.09219], [1.91758, -3.22597, -5.11354], [7.54177, -4.95644, 0.73114], [4.57070, -3.63995, -0.19897], [-1.69623, 3.54025, -2.01336], [-3.44353, 3.51548, -0.36870], [-1.79095, 1.85571, -0.36075], [0.87563, -1.79712, -2.17929], [-3.08794, 2.04582, -6.05029], [4.00292, -4.77953, -0.76885], [-5.42837, 0.63515, -0.02782], [3.01278, 1.25296, -0.88374], [-1.30368, 1.93232, 9.06646], [1.11019, -6.44384, 3.14480], [-0.07801, 1.76320, -1.80270], [1.92526, -3.58659, 1.52467], [-5.33747, -1.60820, -0.55107], [1.96774, 5.30989, 3.72678], [4.24370, -6.84566, -1.23448], [0.91726, 3.72597, 2.79005], [2.41882, -4.93404, 3.92626], [-4.58073, -0.04431, -2.06646], [2.98016, -3.68611, 3.69964], [-3.20346, 4.91882, -1.97999], [-0.36582, -2.66212, -4.03345], [4.13096, 4.83628, 2.57551], [5.98152, -6.05426, -0.25063], [-1.97530, 3.48553, -7.19148], [-0.39763, -3.12655, -5.01374], [6.54493, -4.91268, 0.30437], [0.94663, 2.61433, 1.88784], [0.51559, 2.04801, -3.27668], [-0.72252, -0.36170, 5.04952], [2.47153, -2.39156, -0.41364], [2.95267, -1.52689, -2.11425], [0.76101, -1.10641, 4.31956], [-2.50402, -2.55155, -3.79350], [-2.87871, 2.38019, 0.17516], [2.73013, -3.01688, 2.51089], [-4.33140, 2.93733, -7.38945], [-4.19444, 2.05549, -6.92037], [1.58691, -5.48621, 2.96002], [1.08127, 3.36884, -3.39492], [0.40861, -5.42647, 0.72904], [0.47749, 1.77848, 5.64769], [-1.04963, 0.84119, 7.23483], [-2.39416, -1.36058, -1.68401], [1.57821, 0.10568, 0.69768], [0.97801, -5.88060, -0.08760], [3.94754, 0.70587, -0.70924], [-0.03332, 3.47316, -5.64943], [0.09686, 2.89022, 7.75083], [-3.94110, 0.60797, -4.68600], [0.97620, 1.73306, 4.68599], [-0.22582, -6.19775, 1.16964], [2.03534, 4.48063, 3.02871], [-3.30266, 1.85147, 1.01747], [-5.04704, 1.74152, -6.48239], [7.52731, -2.66819, 1.21338], [0.86147, -2.41376, -3.43455], [2.49692, 0.77342, -1.70670], [3.10662, -2.01080, 2.36926], [3.00427, -4.72470, -1.18477], [-0.02740, 3.94858, 3.27185], [-3.39588, -0.42277, -0.14020], [2.14737, -1.70858, -1.53418], [-1.53466, -2.32401, -3.36417], [3.32230, 3.16047, 1.50818], [2.75969, -1.89854, -4.32289], [-0.36187, 0.31319, -0.04914], [4.24753, -1.71866, 0.42344], [-0.41601, 0.76864, 6.00021], [3.26185, 4.22098, 2.38412], [0.30618, 3.70603, 8.43239], [-0.21859, -4.65332, 0.28470], [1.36829, 0.93274, -3.61653], [2.59883, -5.45841, 4.85675], [6.52678, -6.98905, -0.25618], [2.21816, 2.32887, 1.29215], [2.22835, 1.20476, 0.38216], [-4.70157, -0.37554, -0.69564], [2.73929, -3.50050, -3.57448], [-1.01568, -1.02102, 1.84186], [1.41816, 3.60998, 6.21077], [2.13952, -2.78265, -4.14192], [3.89531, -2.42639, -0.20022], [5.96062, -2.13992, 1.82792], [-0.88250, 1.99809, -4.35686], [6.49303, -2.47323, 0.93050], [4.70637, -5.97214, -0.79093], [-1.29919, -1.13800, 5.55160], [-1.97459, 2.83986, -6.31931], [-0.24960, -1.30439, -1.53190], [-4.34744, 3.94332, 0.03523], [3.59282, -3.21521, 4.45909], [-1.21002, 2.44569, -1.42143], [0.72792, 2.83118, 6.51192], [5.86688, -3.70265, 0.33683], [-1.75032, 0.06203, 7.51516], [-2.00075, 0.55460, -3.21711], [-3.07907, 1.21823, -4.93130], [-2.80164, 4.04010, -1.48157], [1.32246, -4.83325, 1.76422], [-1.46294, -1.64406, -2.15647], [0.51251, -0.66875, 2.59819]],
  "atomic_forces_ev_per_a": [[0.00, -0.01, 0.01], [0.01, -0.01, -0.06], [-0.09, -0.06, 0.00], [0.00, -0.01, 0.01], [0.09, -0.03, 0.00], [-0.02, -0.04, 0.02], [0.01, -0.02, -0.02], [-0.20, 0.47, -0.20], [0.04, 0.05, -0.11], [0.06, -0.08, 0.01], [-0.01, 0.00, 0.01], [0.00, 0.00, -0.01], [-0.02, 0.11, 0.06], [0.14, 0.02, -0.01], [0.07, 0.06, -0.08], [-0.19, -0.01, -0.24], [0.23, -0.07, 0.24], [-0.03, 0.00, -0.02], [0.03, -0.05, -0.02], [-0.03, -0.03, -0.04], [-0.11, 0.23, -0.16], [0.01, -0.01, 0.01], [0.02, -0.01, -0.01], [-0.70, 0.40, 0.05], [-0.01, -0.13, -0.13], [-0.01, -0.03, -0.01], [0.01, 0.01, -0.01], [0.00, -0.01, 0.01], [-0.03, -0.13, -0.13], [0.01, 0.08, -0.03], [-0.04, 0.00, 0.00], [0.01, -0.11, -0.05], [0.01, 0.00, 0.01], [-0.07, 0.08, 0.12], [0.00, 0.02, 0.00], [-0.04, 0.04, 0.00], [0.00, 0.00, 0.00], [-0.01, -0.02, 0.01], [0.01, 0.02, -0.01], [-0.05, 0.16, 0.07], [-0.04, -0.14, 0.18], [-0.05, 0.11, 0.05], [-0.21, -0.18, 0.35], [-0.13, 0.05, -0.02], [-0.14, -0.12, -0.04], [0.00, 0.01, -0.02], [-0.07, -0.13, 0.05], [0.16, 0.00, 0.07], [-0.01, 0.01, 0.02], [0.03, -0.04, -0.03], [-0.04, -0.02, 0.00], [0.16, 0.00, -0.05], [-0.01, -0.01, 0.03], [-0.01, 0.01, -0.05], [-0.01, 0.01, 0.07], [0.00, 0.03, -0.06], [0.76, -0.37, 0.71], [0.01, 0.01, -0.01], [0.01, 0.03, -0.03], [0.00, 0.01, 0.02], [0.01, -0.01, -0.01], [0.00, 0.00, 0.01], [0.00, -0.01, 0.03], [0.03, -0.01, 0.00], [0.16, 0.06, -0.01], [0.00, 0.00, -0.01], [0.01, 0.01, 0.02], [-0.01, 0.00, 0.01], [-0.04, -0.11, -0.05], [-0.04, -0.09, -0.03], [-0.01, -0.09, 0.03], [0.00, -0.01, 0.03], [0.01, -0.01, 0.01], [-0.11, -0.11, 0.18], [0.57, -0.07, -0.60], [0.14, 0.01, -0.05], [0.00, -0.01, 0.00], [0.00, -0.01, 0.01], [-0.20, -0.32, -0.42], [-0.07, -0.02, 0.06], [0.00, -0.04, -0.03], [-0.16, -0.01, 0.05], [-0.02, 0.02, -0.01], [0.00, 0.02, 0.02], [0.14, 0.03, 0.03], [0.00, 0.00, 0.01], [0.01, 0.00, 0.00], [0.17, -0.13, 0.02], [0.17, -0.01, 0.37], [0.01, 0.24, -0.05], [0.00, 0.02, 0.03], [0.29, -0.09, 0.16], [0.01, 0.00, 0.00], [-0.01, -0.01, 0.01], [0.03, 0.15, -0.20], [-0.02, -0.02, -0.01], [-0.14, 0.10, -0.15], [0.00, 0.01, 0.05], [-0.01, -0.01, -0.03], [-0.01, 0.02, 0.03], [0.03, 0.02, -0.01], [-0.48, 0.13, -0.15], [-0.02, 0.00, -0.03], [-0.01, 0.02, 0.00], [0.23, 0.15, -0.09], [-0.03, -0.01, 0.02], [0.03, -0.05, 0.01], [0.00, 0.00, 0.01], [0.00, 0.03, -0.05], [0.00, -0.02, 0.02], [-0.13, 0.06, 0.06], [0.00, -0.02, 0.03], [-0.13, 0.04, 0.17], [0.04, 0.00, -0.04]],
  "mulliken_charge": [0.413, -0.478, -0.756, 0.527, -0.081, 0.120, 0.339, -0.859, -0.584, 0.318, 0.438, 0.337, 0.884, -0.464, -0.971, 0.953, -0.260, 1.001, -0.702, -0.406, -1.394, 0.355, 0.403, 0.270, 0.187, -0.405, 0.449, 0.403, -1.038, -0.850, -0.324, -1.096, 0.449, -1.224, 0.369, -0.774, 0.283, 0.294, -0.731, 0.509, 1.488, -0.525, -1.663, 0.593, -0.232, 0.474, -0.516, -0.381, 0.202, -0.638, -0.811, -0.843, -1.399, -0.013, -0.658, 0.668, 0.939, 0.199, 0.386, 0.473, -0.400, 0.375, 0.405, 0.459, -0.312, 0.593, 0.252, 0.412, 1.443, -0.341, 0.860, 0.472, 0.458, -0.337, 1.521, -0.814, -0.565, 0.288, 0.086, 0.287, 0.430, -1.033, 0.359, 0.179, -0.731, 0.382, 0.374, -0.114, 1.591, 0.308, 0.163, -0.903, 0.405, -1.644, 0.353, 0.292, -0.923, -1.564, -1.102, 0.401, -0.765, 1.357, 0.393, 0.508, -0.106, -0.716, 1.257, 0.326, 0.398, -0.837, -0.428, 1.005, -0.909, 0.501]
}

---

Record 2
{
  "formula": "C48H45BrN6O3Se2SiTi",
  "method": "the ωB97M-V functional and the def2-TZVPD basis",
  "charge": 2,
  "gap_ha": 0.1987,
  "fmax_ev_per_a": 0.41,
  "spin_multiplicity": 1,
  "symbols": ["H", "H", "H", "C", "H", "H", "C", "Ti", "C", "O", "H", "C", "H", "C", "C", "H", "H", "H", "C", "C", "H", "H", "C", "H", "O", "C", "C", "H", "C", "C", "C", "Se", "C", "C", "H", "Si", "H", "H", "N", "C", "C", "C", "C", "C", "N", "H", "N", "C", "C", "H", "O", "C", "H", "C", "C", "C", "C", "H", "N", "H", "N", "H", "H", "H", "C", "C", "C", "Br", "H", "H", "H", "C", "C", "H", "C", "C", "C", "C", "C", "H", "H", "H", "H", "C", "C", "H", "C", "H", "H", "C", "C", "H", "H", "C", "Se", "H", "H", "C", "N", "H", "C", "C", "H", "C", "H", "H", "H"],
  "coordinates": [[-3.89688, -3.12660, 1.73327], [-2.14205, 1.66870, 5.35516], [-1.71967, -0.50847, -5.71398], [-1.83540, -1.29428, 2.99550], [-1.58987, -6.20118, -10.76271], [5.95691, 0.75514, -3.33107], [0.28396, -2.57380, -2.26773], [1.05367, 0.25849, 1.03880], [0.84837, -0.66028, 5.12404], [-2.88492, -4.61974, -10.37195], [-3.83366, -4.89201, 1.60754], [0.84581, -1.56812, 6.17429], [3.10757, 0.51653, -1.07968], [1.31906, -3.95706, -0.62327], [2.25257, 3.10104, 0.74109], [2.84749, 6.34712, 4.38175], [1.68401, -4.90634, -0.25874], [-1.43242, -2.95542, 4.27211], [3.21442, 2.52899, 3.97291], [-2.57544, 4.44025, 2.70340], [-2.51461, -1.25446, -7.51562], [-1.61132, 1.57634, -4.21319], [-2.65822, -5.98201, -10.72184], [-1.33348, 3.33739, -2.49654], [0.62944, 1.12307, 2.47650], [0.46826, 0.66671, 5.32048], [-0.78554, -1.07013, -3.87404], [5.32591, 2.88912, 3.90385], [-1.16362, -2.53803, -5.48551], [-2.64797, 0.90404, 1.26041], [1.81929, 4.46988, 4.23261], [-1.53642, -4.04020, 1.99532], [-2.28972, -2.29802, -7.70399], [-0.98607, 2.32966, -2.32072], [-2.91566, -1.36533, 3.12126], [0.47282, 1.94824, 3.98689], [-4.34194, 2.71378, 5.01908], [2.97415, 5.10348, 0.60379], [5.31831, 0.93707, -2.57128], [0.10359, 1.06988, 6.61121], [-1.61113, -3.07795, -6.76023], [3.10538, 1.54688, -0.73993], [-0.33573, -2.33104, -3.53319], [0.75221, -3.83388, -1.86292], [0.08588, 0.79948, -0.84207], [-2.66319, 1.35585, 0.27155], [1.00747, -1.62451, -0.16329], [3.85022, 3.80502, -0.87812], [0.46589, -1.15470, 7.44241], [1.17823, -0.98405, 4.14548], [4.89122, 3.00704, -3.41023], [-1.15294, -2.61886, 3.27370], [5.08920, 5.34060, 4.12768], [-3.49978, 3.02841, 4.41661], [1.42457, -2.83075, 0.19729], [-1.36124, -4.41556, -7.05340], [-1.76966, -4.97298, -8.25134], [-2.24797, 1.59300, 1.99567], [-0.57150, -3.22673, -4.52609], [-2.69851, 5.22736, 1.97067], [-1.31417, -1.21987, -5.13153], [-0.18505, 0.49264, 8.65389], [1.59772, 3.29839, 1.57552], [-0.17789, 2.10072, 6.80206], [4.76944, 2.18072, -2.53746], [3.02710, 4.10706, 0.18912], [4.34221, 3.33409, 3.98017], [3.11143, -0.68442, 1.92630], [-3.75301, -4.13724, 3.20746], [-0.83827, -5.02222, -6.32692], [-4.63059, 4.48292, 3.31933], [-0.67652, 0.04590, -3.00524], [-0.36483, 2.01792, -1.11351], [0.64821, -4.67466, -2.53604], [-0.06041, -0.18998, -1.75769], [-1.14835, 2.84553, 3.85011], [3.90706, 2.49156, -1.33956], [1.93374, 3.08530, 4.08135], [-2.25406, 2.44346, 4.60525], [3.33296, 1.45352, 3.88882], [-0.49664, 4.19895, 2.29671], [-3.22758, -2.24649, -9.63387], [-1.45696, -0.51052, 3.65335], [-2.44419, -4.18418, -9.18402], [0.09975, 0.16692, 7.66237], [-3.15095, -6.65265, -10.01580], [-3.66168, 4.02320, 3.46359], [0.46459, -1.85909, 8.26367], [1.87690, -2.91457, 1.17432], [-1.13671, 1.34682, -3.26787], [2.94932, 5.27820, 4.24669], [4.45234, 4.55893, -1.36888], [0.84551, 4.92496, 4.36452], [-1.33345, 3.85599, 2.89783], [-1.57592, -0.70883, 1.14790], [-3.65866, 0.60309, 1.52686], [5.47304, 0.42375, -1.71983], [4.20867, 4.71159, 4.10938], [2.27890, 1.84719, 0.27685], [-0.22879, 2.77254, -0.34897], [0.42657, -1.49441, -1.39225], [-2.70085, -2.83805, -8.89812], [-3.09250, -6.11002, -11.70758], [-3.47086, -4.03071, 2.16273], [1.15240, -2.59316, 6.00827], [-0.06704, -2.51377, 3.26220], [-1.56121, -6.01310, -8.45111]],
  "atomic_forces_ev_per_a": [[-0.01, 0.00, 0.00], [-0.03, 0.00, -0.03], [0.00, 0.00, 0.00], [-0.02, 0.03, -0.01], [0.00, 0.00, 0.00], [0.00, 0.00, 0.00], [0.00, -0.02, -0.05], [0.24, -0.07, 0.32], [0.05, 0.06, 0.06], [0.00, 0.00, 0.00], [0.00, 0.00, 0.00], [0.03, 0.02, -0.01], [-0.02, 0.01, -0.02], [-0.03, 0.00, 0.01], [0.02, 0.01, -0.01], [0.00, 0.00, -0.01], [0.00, 0.00, 0.00], [0.01, 0.01, 0.01], [0.02, 0.00, -0.01], [0.02, 0.00, 0.00], [0.00, 0.00, -0.01], [0.00, 0.00, 0.00], [0.00, 0.00, 0.00], [0.00, 0.00, 0.00], [-0.08, 0.11, -0.11], [-0.03, 0.01, 0.02], [0.01, -0.01, -0.01], [0.00, 0.00, 0.00], [0.00, -0.01, 0.00], [0.00, 0.00, -0.01], [-0.02, -0.03, 0.00], [0.03, 0.00, 0.00], [0.00, 0.00, 0.01], [0.01, 0.00, -0.01], [0.00, 0.00, 0.00], [0.02, 0.02, 0.10], [0.00, 0.00, 0.00], [0.00, 0.01, -0.01], [0.00, 0.00, 0.00], [0.02, -0.03, 0.00], [0.00, 0.00, -0.01], [0.03, -0.04, 0.02], [0.00, 0.01, 0.03], [0.00, 0.00, 0.00], [-0.06, 0.03, 0.01], [0.00, 0.00, 0.00], [0.00, -0.06, -0.22], [0.00, 0.01, 0.01], [-0.01, -0.01, 0.01], [0.02, -0.02, -0.04], [0.00, 0.00, 0.00], [0.00, -0.04, -0.05], [0.00, 0.00, 0.00], [0.00, 0.02, -0.01], [0.01, -0.01, 0.00], [0.00, 0.01, 0.01], [0.00, 0.00, -0.01], [0.01, 0.03, 0.03], [0.00, 0.00, -0.01], [0.00, 0.00, 0.00], [0.00, 0.00, 0.00], [0.00, 0.00, 0.00], [0.00, 0.00, 0.03], [0.01, -0.01, 0.02], [0.00, -0.01, -0.01], [0.01, -0.02, 0.01], [-0.01, -0.02, 0.01], [-0.27, 0.04, -0.07], [0.00, 0.00, 0.00], [0.00, 0.00, 0.00], [0.00, 0.00, 0.00], [-0.02, -0.01, -0.02], [0.00, 0.00, 0.01], [0.00, 0.00, 0.00], [0.01, 0.00, 0.02], [-0.05, -0.07, 0.00], [-0.01, 0.00, -0.02], [0.01, 0.00, -0.10], [0.01, 0.02, 0.00], [0.01, 0.03, 0.00], [0.03, 0.02, 0.01], [0.00, 0.00, 0.00], [-0.03, -0.01, 0.00], [0.00, -0.01, 0.00], [-0.01, 0.01, 0.00], [0.00, 0.00, 0.00], [-0.01, 0.00, 0.00], [0.00, 0.00, 0.00], [0.01, 0.01, 0.01], [0.00, 0.01, 0.01], [0.02, -0.01, 0.01], [0.00, 0.00, 0.00], [-0.05, 0.01, -0.04], [0.01, -0.01, 0.02], [0.03, -0.07, 0.04], [0.00, -0.01, 0.00], [0.00, 0.01, 0.00], [-0.01, 0.01, 0.01], [0.04, -0.01, -0.01], [-0.01, 0.00, 0.00], [0.01, 0.01, 0.05], [0.00, 0.00, 0.00], [0.00, 0.00, 0.00], [0.01, 0.01, -0.02], [0.00, 0.00, 0.00], [-0.03, -0.01, 0.00], [0.00, 0.00, 0.00]],
  "mulliken_charge": [0.253, 0.444, 0.186, 0.538, 0.353, 0.247, 0.535, -0.703, 0.075, -0.452, 0.386, -0.658, 0.433, -1.114, -0.017, 0.455, 0.528, 0.652, -0.213, -0.967, 0.243, 0.496, -0.850, 0.560, 2.167, 0.589, -0.369, 0.483, 0.291, -0.408, -0.005, 0.106, -0.412, -1.293, 0.722, -1.400, 0.470, 0.618, -0.338, -0.525, 0.369, -0.430, 1.123, -0.805, 0.884, 0.396, 1.092, -0.762, -0.697, 0.138, -0.571, -1.010, 0.444, -0.891, -0.566, -0.836, -0.465, -0.390, -0.865, 0.501, -0.105, 0.444, 0.258, 0.527, 0.166, -1.298, -0.830, -0.406, 0.308, 0.460, 0.432, 1.053, -0.831, 0.657, -0.117, 0.625, 0.047, 0.528, -0.318, 0.488, 0.357, 0.440, -0.926, 0.907, -0.841, 0.352, -0.657, 0.418, 0.257, -0.879, -0.816, 0.525, 0.420, 0.351, 0.337, 0.499, 0.225, -0.581, 1.107, 0.311, 0.020, -0.816, 0.243, -0.957, 0.518, -0.086, 0.419]
}

---

For reference, energy above the lowest of the compared OMol25 structures with the same formula, charge and spin by record: 1.215 0.696 eV.
For reference, E_tot by record: -137238.9100 -297313.2195 eV.